[1]
Entry from the OMol25 dataset: the molecule C5H9N3 in a non-equilibrium geometry (ωB97M-V/def2-TZVPD).

The maximum force is 3.1 eV/A. For the relative energy (zero: lowest compared OMol25 entry of this formula, charge and spin), the calculation gives 2.620 eV. The value obtained for the HOMO energy is -8.416 eV. The value obtained for the orbital gap is 0.321 hartree. As for the SMILES: [H]/N=C\C(=N\[H])C(=C)NC.

Each line ends with the Löwdin charge.
Atoms and positions in Å:
1 N 1.423 -0.370 0.264  -0.03
2 N -1.761 1.272 -1.395  0.11
3 N -1.327 -0.368 1.748  0.17
4 C -1.975 0.418 -0.488  -0.20
5 C 0.167 -0.683 -0.191  -0.36
6 C -0.985 -0.144 0.555  -0.34
7 C 1.722 0.877 0.949  -0.09
8 C -0.104 -1.297 -1.371  0.04
9 H 0.933 1.116 1.654  0.07
10 H 2.163 -0.693 -0.340  0.12
11 H -0.803 1.294 -1.746  0.05
12 H 0.704 -1.569 -2.034  0.06
13 H 1.829 1.723 0.259  0.08
14 H -1.022 -1.808 -1.575  0.06
15 H -2.989 0.324 -0.108  0.10
16 H 2.641 0.759 1.520  0.08
17 H -0.615 -0.850 2.299  0.07



[2]
Entry from the OMol25 dataset: the molecule C5H9N3 in a non-equilibrium geometry (ωB97M-V/def2-TZVPD).

The maximum force is 3.1 eV/A. For the relative energy (zero: lowest compared OMol25 entry of this formula, charge and spin), the calculation gives 3.282 eV. The value obtained for the HOMO energy is -8.593 eV. The value obtained for the orbital gap is 0.346 hartree. As for the SMILES: [H]/N=C\N(C)CC#CN.

Each line ends with the Löwdin charge.
Atoms and positions in Å:
1 N -3.403 1.112 0.835  0.04
2 N 1.006 -0.285 -0.158  -0.19
3 N 0.880 -2.049 1.412  0.08
4 C 0.337 -1.180 0.633  -0.31
5 C 1.896 -0.818 -1.185  -0.07
6 C -2.047 1.266 0.357  -0.10
7 C 0.477 1.058 -0.459  -0.19
8 C -0.908 1.257 -0.021  -0.05
9 H -3.952 1.959 0.859  0.07
10 H 2.704 -0.112 -1.402  0.09
11 H 1.334 -1.001 -2.107  0.09
12 H 1.129 1.792 0.031  0.12
13 H -3.472 0.549 1.674  0.08
14 H 2.352 -1.764 -0.877  0.08
15 H 0.539 1.258 -1.536  0.12
16 H -0.762 -1.142 0.558  0.11
17 H 1.891 -1.901 1.386  0.04



[3]
Entry from the OMol25 dataset: a structure of composition C5H9N3 in a non-equilibrium geometry (ωB97M-V/def2-TZVPD).

The maximum force is 8.8 eV/A. For the relative energy (zero: lowest compared OMol25 entry of this formula, charge and spin), the calculation gives 7.707 eV. The value obtained for the HOMO energy is -8.154 eV. The value obtained for the orbital gap is 0.336 hartree.

Each line ends with the Löwdin charge.
Atoms and positions in Å:
1 N -1.300 0.005 1.330  0.10
2 N 0.573 -0.593 -1.783  0.04
3 N 0.819 0.757 -1.136  -0.01
4 C -0.692 1.358 1.223  -0.11
5 C -0.235 0.923 -0.223  -0.31
6 C -0.395 -0.366 0.332  -0.45
7 C 1.066 -0.958 0.741  -0.03
8 C 0.014 -1.237 -0.908  -0.24
9 H 1.944 -0.928 0.030  0.12
10 H -1.291 1.491 -0.589  0.19
11 H 0.049 1.710 2.012  0.14
12 H 1.327 -0.383 1.518  0.03
13 H 0.837 1.447 -1.984  0.16
14 H -0.403 -2.346 -1.108  0.17
15 H -1.391 2.074 1.204  0.05
16 H 0.904 -2.001 0.986  0.09
17 H -1.177 -0.560 2.070  0.07



[4]
Entry from the OMol25 dataset: the molecule C5H9N3 in a non-equilibrium geometry (ωB97M-V/def2-TZVPD).

The maximum force is 2.3 eV/A. For the relative energy (zero: lowest compared OMol25 entry of this formula, charge and spin), the calculation gives 2.012 eV. The value obtained for the HOMO energy is -7.296 eV. The value obtained for the orbital gap is 0.298 hartree. As for the SMILES: C[C@H]1NN=C/C1=C/N.

Each line ends with the Löwdin charge.
Atoms and positions in Å:
1 N 2.639 -0.135 0.072  0.07
2 N -2.046 -0.867 -0.034  -0.02
3 N -1.819 0.487 -0.096  -0.07
4 C 0.252 -0.614 -0.007  -0.16
5 C -0.932 -1.504 -0.092  -0.14
6 C -0.389 0.791 0.389  -0.28
7 C 1.551 -0.969 -0.059  -0.16
8 C 0.160 2.071 -0.256  -0.08
9 H -1.053 -2.538 -0.067  0.08
10 H -0.436 0.926 1.501  0.14
11 H 1.027 2.451 0.218  0.04
12 H -2.539 1.005 0.458  0.13
13 H 3.572 -0.575 0.005  0.11
14 H -0.625 2.840 -0.162  0.08
15 H 0.406 1.954 -1.340  0.10
16 H 1.864 -1.926 -0.324  0.10
17 H 2.514 0.822 0.278  0.06



[5]
Entry from the OMol25 dataset: a structure of composition C5H9N3 in a non-equilibrium geometry (ωB97M-V/def2-TZVPD).

The maximum force is 2.8 eV/A. For the relative energy (zero: lowest compared OMol25 entry of this formula, charge and spin), the calculation gives 3.700 eV. The value obtained for the HOMO energy (spin up / spin down) is -8.742 / -8.743 eV. The value obtained for the orbital gap (spin up / spin down) is 0.311 / 0.311 hartree.

Each line ends with the Löwdin charge.
Atoms and positions in Å:
1 N 0.580 -2.578 -1.472  0.11
2 N 0.139 0.196 1.454  0.16
3 N -0.170 -0.593 -1.370  0.04
4 C -0.944 0.158 -0.667  -0.10
5 C -0.754 0.690 0.693  -0.39
6 C 2.270 -1.000 -0.480  -0.05
7 C 0.963 -1.495 -0.980  -0.51
8 C -1.717 1.794 1.067  -0.05
9 H -1.869 0.446 -1.163  0.12
10 H 2.972 -1.831 -0.459  0.08
11 H -2.749 1.442 0.991  0.08
12 H -1.544 2.138 2.086  0.08
13 H -1.611 2.641 0.385  0.09
14 H -0.487 -1.834 -1.843  0.16
15 H 2.644 -0.214 -1.139  0.08
16 H 0.131 0.621 2.381  0.06
17 H 2.146 -0.583 0.517  0.04



[6]
Entry from the OMol25 dataset: the molecule C5H9N3 in a non-equilibrium geometry (ωB97M-V/def2-TZVPD).

The maximum force is 7.5 eV/A. For the relative energy (zero: lowest compared OMol25 entry of this formula, charge and spin), the calculation gives 7.812 eV. The value obtained for the HOMO energy is -8.387 eV. The value obtained for the orbital gap is 0.347 hartree. As for the SMILES: C1=NN[C@@H]2C[C@H]2NC1.

Each line ends with the Löwdin charge.
Atoms and positions in Å:
1 N 0.935 1.596 0.052  -0.03
2 N 0.174 -1.660 -0.228  -0.05
3 N -0.368 1.859 0.012  0.03
4 C -0.676 -0.610 0.476  -0.38
5 C 1.508 -1.016 0.048  -0.24
6 C -0.820 0.639 -0.256  -0.39
7 C -2.082 -0.275 0.103  -0.03
8 C 1.639 0.574 0.061  -0.20
9 H 1.770 -1.608 0.973  0.11
10 H -0.317 -0.729 1.632  0.20
11 H 2.727 0.948 0.554  0.15
12 H 2.354 -1.151 -0.904  0.16
13 H -2.902 0.090 0.957  0.15
14 H -0.800 0.551 -1.337  0.14
15 H -0.101 -1.120 -1.248  0.16
16 H -0.517 2.781 -0.162  0.11
17 H -2.524 -0.868 -0.733  0.10



[7]
Entry from the OMol25 dataset: the ion C5H9N3 with charge +1 in a non-equilibrium geometry (ωB97M-V/def2-TZVPD).

The maximum force is 4.1 eV/A. For the relative energy (zero: lowest compared OMol25 entry of this formula, charge and spin), the calculation gives 1.056 eV. Its expectation value of S² is 0.761. The value obtained for the HOMO energy (spin up / spin down) is -13.849 / -13.027 eV. Its spin multiplicity is 2. The charge is +1. The value obtained for the orbital gap (spin up / spin down) is 0.386 / 0.185 hartree.

Each line ends with the Löwdin charge.
Atoms and positions in Å:
1 N 1.342 -2.262 -0.735  0.13
2 N 0.011 -0.501 -1.214  0.15
3 N -1.930 2.026 0.030  0.07
4 C -1.249 1.118 0.892  -0.20
5 C 0.404 0.844 0.776  -0.05
6 C 0.588 -0.380 0.063  -0.28
7 C 1.315 -1.490 0.369  0.03
8 C 0.397 -1.655 -1.649  -0.04
9 H 0.782 1.806 0.312  0.16
10 H -1.780 1.061 1.852  0.13
11 H -1.841 2.986 0.337  0.10
12 H -1.610 0.109 0.567  0.11
13 H 1.996 -1.590 1.226  0.17
14 H -1.651 1.932 -0.943  0.10
15 H 2.136 -2.816 -1.028  0.17
16 H 0.787 0.802 1.792  0.12
17 H 0.303 -1.991 -2.646  0.13



[8]
Entry from the OMol25 dataset: the ion C5H9N3 with charge +2 in a non-equilibrium geometry (ωB97M-V/def2-TZVPD).

The maximum force is 4.2 eV/A. For the relative energy (zero: lowest compared OMol25 entry of this formula, charge and spin), the calculation gives 3.337 eV. The value obtained for the HOMO energy is -20.325 eV. The charge is +2. The value obtained for the orbital gap is 0.371 hartree. As for the SMILES: [NH2+]=C1CC=N[N+]12CC2.

Each line ends with the Löwdin charge.
Atoms and positions in Å:
1 N 1.119 0.717 0.921  0.17
2 N -1.162 -0.350 -1.603  0.32
3 N -0.016 -0.058 0.608  -0.11
4 C 1.685 1.248 -0.098  0.01
5 C -0.130 -1.340 1.339  0.00
6 C -0.258 0.180 -0.848  -0.08
7 C -1.055 -0.300 1.751  0.11
8 C 0.871 1.025 -1.259  -0.03
9 H 0.622 -1.728 2.121  0.20
10 H -0.489 -2.113 0.604  0.15
11 H -0.692 0.140 2.704  0.18
12 H -2.023 -0.364 1.316  0.13
13 H 2.668 1.717 -0.069  0.18
14 H -1.280 -0.162 -2.651  0.23
15 H 0.529 1.952 -1.450  0.14
16 H -1.730 -1.206 -1.220  0.22
17 H 1.341 0.643 -2.166  0.18



[9]
Entry from the OMol25 dataset: a cluster of 2 separate species, C5H9N3 in total in a non-equilibrium geometry (ωB97M-V/def2-TZVPD).

The maximum force is 5.0 eV/A. For the relative energy (zero: lowest compared OMol25 entry of this formula, charge and spin), the calculation gives 4.323 eV. The value obtained for the HOMO energy is -19.342 eV. The charge is +2. The value obtained for the orbital gap is 0.361 hartree.

Each line ends with the Löwdin charge.
Atoms and positions in Å:
1 N 1.905 0.045 -0.780  0.05
2 N 1.434 -1.109 -0.805  0.02
3 N -1.637 -1.168 -0.338  0.27
4 C -1.409 1.989 1.223  0.02
5 C -1.042 -0.284 0.262  -0.08
6 C 1.963 -2.254 -0.996  0.21
7 C 2.021 1.197 -0.851  0.36
8 C -0.700 0.639 1.053  -0.06
9 H 0.239 0.447 1.569  0.15
10 H -1.307 2.182 2.303  0.12
11 H 1.725 2.235 -0.886  0.15
12 H -1.648 -1.287 -1.325  0.15
13 H -2.405 1.792 0.997  0.07
14 H -0.984 2.772 0.606  0.10
15 H -2.395 -1.726 0.180  0.23
16 H 1.271 -3.121 -0.942  0.14
17 H 2.971 -2.350 -1.269  0.11



[10]
Entry from the OMol25 dataset: a cluster of 3 separate species, C5H9N3O2 in total in a non-equilibrium geometry (ωB97M-V/def2-TZVPD).

The maximum force is 5.0 eV/A. For the relative energy (zero: lowest compared OMol25 entry of this formula, charge and spin), the calculation gives 3.866 eV. The value obtained for the HOMO energy is -9.780 eV. The value obtained for the orbital gap is 0.377 hartree.

Each line ends with the Löwdin charge.
Atoms and positions in Å:
1 O -0.544 0.835 2.300  -0.21
2 O 1.076 1.905 0.344  0.10
3 N 0.882 -0.208 -1.742  0.12
4 N 1.205 -0.600 1.311  -0.03
5 N -1.981 2.032 -2.343  0.15
6 C 0.500 0.857 0.526  -0.25
7 C 0.387 -1.384 0.381  -0.16
8 C 0.072 -0.181 -0.549  -0.48
9 C -1.421 -0.084 -0.899  -0.11
10 C -1.745 1.112 -1.685  -0.21
11 H 2.186 -0.811 1.461  0.11
12 H -0.500 -1.778 0.894  0.12
13 H -0.285 1.450 2.996  0.03
14 H 0.316 -0.232 2.409  0.22
15 H 0.817 0.670 -2.252  0.10
16 H -1.700 -0.969 -1.489  0.14
17 H 1.862 -0.350 -1.513  0.10
18 H 0.910 -2.185 -0.160  0.13
19 H -2.037 -0.079 0.010  0.13



[11]
Entry from the OMol25 dataset: a cluster of 5 separate species, C5H9N3O2S in total in a non-equilibrium geometry (ωB97M-V/def2-TZVPD).

The maximum force is 7.3 eV/A. For the relative energy (zero: lowest compared OMol25 entry of this formula, charge and spin), the calculation gives 4.237 eV. The value obtained for the HOMO energy is -8.142 eV. The value obtained for the orbital gap is 0.296 hartree.

Each line ends with the Löwdin charge.
Atoms and positions in Å:
1 S 3.862 1.873 0.710  0.64
2 O 4.579 -0.562 -1.615  0.19
3 O 3.397 -1.304 0.238  0.15
4 N 0.248 0.756 -0.094  0.27
5 N 0.953 0.788 0.768  -0.13
6 N -1.905 -2.121 0.175  0.05
7 C -3.376 -0.293 0.460  -0.13
8 C 2.898 1.436 1.961  -0.63
9 C 1.619 0.722 1.802  -0.27
10 C -1.973 -0.849 0.402  -0.23
11 C 3.994 -0.955 -0.701  -0.48
12 H -3.691 0.286 1.306  0.04
13 H -0.949 -2.369 -0.022  0.09
14 H -1.786 2.532 -5.382  0.00
15 H -2.688 -2.737 0.025  0.10
16 H -3.972 -1.257 0.693  0.07
17 H 3.273 1.560 3.014  0.06
18 H -1.911 1.897 -5.926  0.00
19 H 1.099 0.449 2.710  0.12
20 H -3.670 0.148 -0.524  0.08



[12]
Entry from the OMol25 dataset: a cluster of 2 separate species, C5H9N3O3 in total in a non-equilibrium geometry (ωB97M-V/def2-TZVPD).

The maximum force is 4.2 eV/A. For the relative energy (zero: lowest compared OMol25 entry of this formula, charge and spin), the calculation gives 4.885 eV. The value obtained for the HOMO energy is -8.548 eV. The value obtained for the orbital gap is 0.338 hartree.

Each line ends with the Löwdin charge.
Atoms and positions in Å:
1 O -2.950 2.098 -0.670  0.08
2 O 1.258 -0.365 0.817  -0.09
3 O 0.318 1.165 -0.667  -0.12
4 N -2.281 -0.879 0.799  -0.20
5 N -2.558 0.240 0.522  0.11
6 N -1.995 -1.911 1.140  0.24
7 C 0.369 -0.985 -1.313  0.04
8 C -2.574 0.971 -0.660  -0.33
9 C 0.589 -0.106 -0.310  -0.52
10 C 0.847 2.198 0.199  -0.02
11 C 1.795 -1.659 0.995  -0.04
12 H 2.046 -1.501 1.959  0.07
13 H 1.300 1.545 1.026  0.11
14 H 2.487 -1.842 0.225  0.09
15 H 0.770 -2.000 -1.198  0.05
16 H 1.674 2.817 -0.374  0.13
17 H -0.030 2.782 0.390  0.07
18 H 1.004 -2.484 0.872  0.12
19 H 0.015 -0.481 -2.292  0.10
20 H -2.084 0.394 -1.459  0.12



[13]
Entry from the OMol25 dataset: the molecule C5H9N3OS in a non-equilibrium geometry (ωB97M-V/def2-TZVPD).

The maximum force is 2.6 eV/A. For the relative energy (zero: lowest compared OMol25 entry of this formula, charge and spin), the calculation gives 4.952 eV. The value obtained for the HOMO energy (spin up / spin down) is -9.121 / -7.084 eV. The value obtained for the orbital gap (spin up / spin down) is 0.336 / 0.216 hartree.

Each line ends with the Löwdin charge.
Atoms and positions in Å:
1 S 3.653 -1.440 -0.488  0.65
2 O -1.732 -2.588 1.549  0.02
3 N -0.780 -2.828 0.823  -0.12
4 N 1.664 0.032 0.628  -0.28
5 N -0.080 -2.184 0.095  0.07
6 C 0.750 0.082 -0.486  -0.18
7 C 1.329 0.865 1.781  -0.03
8 C -1.337 -0.934 -1.668  -0.02
9 C -0.484 -0.806 -0.344  -0.31
10 C 2.779 -0.571 0.492  -0.73
11 H 1.462 -0.106 -1.385  0.14
12 H 2.220 0.937 2.426  0.09
13 H -1.190 -0.524 0.541  0.15
14 H 0.605 0.281 2.304  0.08
15 H -0.952 -0.148 -2.314  0.07
16 H -2.365 -0.727 -1.457  0.07
17 H 1.107 1.964 1.426  0.13
18 H 0.287 1.103 -0.611  0.14
19 H -1.166 -1.875 -2.133  0.07